Molecular formula: C32H53N19O7
Method: DFT, the ωB97M-V functional and the def2-TZVPD basis

Structure (XYZ):
```
111
Properties=species:S:1:pos:R:3
C -1.391 4.642 0.050
C -0.759 5.906 0.184
C 0.568 6.061 -0.182
N 1.327 5.060 -0.633
C 0.777 3.878 -0.628
C -0.548 3.608 -0.289
H -2.373 4.443 0.436
H -1.405 6.730 0.355
H 1.055 7.019 -0.104
H 1.431 3.011 -0.963
H -0.805 2.524 -0.237
C -0.391 -4.489 2.863
C 0.309 -3.302 2.879
C 0.064 -2.390 3.872
N -0.602 -2.715 4.993
C -1.082 -3.941 5.061
C -1.093 -4.837 4.036
H -0.446 -5.079 2.002
H 0.814 -2.949 1.988
H 0.485 -1.337 3.871
H -1.520 -4.261 6.023
H -1.662 -5.758 4.170
C 4.189 2.109 -0.764
C 3.992 0.781 -1.003
C 3.790 0.365 -2.269
N 4.101 1.141 -3.314
C 4.299 2.435 -3.088
C 4.275 2.994 -1.790
H 4.107 2.476 0.288
H 4.003 -0.030 -0.274
H 3.488 -0.699 -2.372
H 4.604 3.033 -3.961
H 4.296 4.096 -1.585
C 0.990 2.500 2.897
C 1.400 3.832 3.061
C 2.589 4.057 3.628
N 3.454 3.098 4.031
C 3.029 1.874 3.895
C 1.813 1.455 3.403
H 0.071 2.306 2.361
H 0.818 4.662 2.602
H 2.955 5.051 3.894
H 3.687 1.172 4.265
H 1.523 0.470 3.216
C -4.564 3.675 2.689
C -4.680 2.912 1.535
C -3.636 2.024 1.208
N -2.694 1.658 2.136
C -2.670 2.418 3.258
C -3.561 3.380 3.586
H -5.194 4.522 2.821
H -5.437 3.048 0.776
H -3.787 1.340 0.315
H -1.859 2.315 3.952
H -3.550 3.944 4.481
N -3.416 -3.837 1.945
C -3.099 -2.520 1.839
N -3.356 -1.691 2.927
O -2.687 -2.044 0.788
H -3.042 -4.435 1.213
H -4.234 -4.119 2.398
H -3.046 -0.742 2.844
H -3.118 -2.017 3.887
N 0.159 -5.907 -1.513
C -0.752 -5.159 -0.822
N -0.432 -3.873 -0.623
O -1.764 -5.664 -0.332
H 0.051 -6.919 -1.347
H 1.045 -5.458 -1.849
H 0.292 -3.361 -1.063
H -1.129 -3.325 -0.216
N 4.084 -3.380 1.034
C 3.165 -2.404 0.710
N 2.492 -2.644 -0.395
O 2.846 -1.485 1.510
H 4.777 -3.129 1.680
H 4.342 -3.943 0.284
H 2.824 -3.303 -1.016
H 1.871 -1.909 -0.764
N -2.465 2.141 -3.545
C -3.766 2.273 -3.145
N -4.307 1.169 -2.534
O -4.437 3.265 -3.366
H -1.910 2.970 -3.645
H -1.805 1.452 -3.259
H -5.135 1.249 -1.920
H -3.661 0.436 -2.405
N 0.790 0.674 -4.116
C -0.244 0.113 -4.780
N -0.379 0.519 -6.045
O -0.977 -0.714 -4.219
H 0.771 0.503 -3.139
H 1.234 1.457 -4.490
H -1.164 0.356 -6.625
H 0.247 1.146 -6.518
N -1.370 -0.436 -1.214
C -0.060 -0.424 -0.717
N 0.178 -0.004 0.546
O 0.869 -0.704 -1.482
H -1.409 -0.762 -2.194
H -1.985 -0.886 -0.529
H 1.144 -0.005 0.914
H -0.645 0.006 1.147
N 0.627 -3.440 -3.626
C 2.004 -3.483 -3.379
N 2.722 -2.530 -4.059
O 2.416 -4.236 -2.473
H 0.184 -2.614 -3.972
H -0.007 -3.975 -3.136
H 3.735 -2.588 -4.077
H 2.339 -1.900 -4.744
```

- E_HOMO: -9.4 eV
- SMILES string: c1ccncc1.c1ccncc1.c1ccncc1.c1ccncc1.c1ccncc1.NC(N)=O.NC(N)=O.NC(N)=O.NC(N)=O.NC(N)=O.NC(N)=O.NC(N)=O
- Orbital gap: 9.68 eV
- Total charge: 0
- Multiplicity: 1